w:
Here is the molecule C4H4ClNO2 from OMol25. Energies are from the ωB97M-V functional and the def2-TZVPD basis.

Computed properties:
Orbital gap, eV: 10.91
Lowest unoccupied orbital energy, eV: -0.1
Total charge: 0

Atoms and positions in Å:
1 N 0.40 2.57 -0.92
2 C 0.32 1.58 -0.32
3 C 0.23 0.17 0.19
4 O 1.18 0.01 1.14
5 C 0.54 -0.71 -1.04
6 O 1.55 -1.39 -1.13
7 C -1.13 -0.18 0.76
8 Cl -2.39 -0.15 -0.49
9 H 1.97 -0.52 0.75
10 H -0.27 -0.68 -1.75
11 H -1.07 -1.22 1.25
12 H -1.33 0.51 1.54

Atomic partial charges in e from the Mulliken method, atoms 1 to 2: atom 1 (N): -0.410, atom 2 (C): 0.019

=====

x:
Here is the molecule C4H4ClNO2 from OMol25. Energies are from the ωB97M-V functional and the def2-TZVPD basis.

Computed properties:
Orbital gap, eV: 7.70
Lowest unoccupied orbital energy, eV: 0.2
Total charge: 0

Atoms and positions in Å:
1 O 0.62 -2.23 -0.91
2 C 0.30 -0.95 -0.60
3 C 0.20 0.13 -1.43
4 C -0.17 1.24 -0.59
5 Cl -0.43 2.85 -1.12
6 C -0.29 0.81 0.69
7 O -0.62 1.51 1.80
8 N 0.00 -0.55 0.70
9 H 0.61 -2.80 -0.10
10 H 0.40 0.18 -2.49
11 H -0.63 0.96 2.58
12 H 0.00 -1.15 1.49

Atomic partial charges in e from the Mulliken method, atoms 1 to 2: atom 1 (O): -0.491, atom 2 (C): 0.223

=====

x is preferred energetically. Next in line: 9.8 kcal/mol higher.